*one*
20
Properties=species:S:1:pos:R:3 method="wB97M-V/def2-TZVPD" gap_ev=9.4 smiles=CCSC.CC
C 0.362 1.409 -1.680
C -0.161 0.347 -0.738
S -1.946 0.359 -0.373
C -2.714 0.709 -1.949
H -0.380 2.158 -1.928
H 0.742 0.967 -2.602
H 1.219 1.912 -1.231
H 0.078 -0.669 -1.057
H 0.252 0.382 0.265
H -2.261 0.161 -2.769
H -3.755 0.399 -1.848
H -2.691 1.760 -2.223
C 0.811 -1.227 2.724
C 2.032 -1.261 1.793
H 1.070 -1.299 3.781
H 0.303 -0.260 2.660
H 0.058 -1.982 2.531
H 2.890 -1.696 2.291
H 2.282 -0.275 1.417
H 1.807 -1.895 0.935

---

*two*
20
Properties=species:S:1:pos:R:3 method="wB97M-V/def2-TZVPD" gap_ev=9.4 smiles=CCSC.CC
C 1.289 0.148 -0.808
C 1.571 1.566 -0.442
S 3.029 1.567 0.661
C 2.120 1.305 2.144
H 0.438 -0.041 -1.492
H 1.128 -0.625 0.004
H 1.984 -0.332 -1.643
H 1.850 2.123 -1.204
H 0.669 2.072 -0.130
H 1.967 0.122 2.066
H 2.699 1.217 3.000
H 1.295 1.990 2.349
C -2.300 -2.029 -0.920
C -2.717 -0.746 -0.274
H -1.346 -2.124 -1.275
H -2.405 -2.868 -0.174
H -2.953 -2.132 -1.757
H -2.670 -0.793 0.845
H -3.791 -0.455 -0.575
H -1.858 0.036 -0.373

---

*three*
20
Properties=species:S:1:pos:R:3 method="wB97M-V/def2-TZVPD" gap_ev=9.3 smiles=CCSC.CC
C -1.262 -1.788 1.488
C -1.392 -0.438 0.807
S -0.739 0.930 1.804
C 0.951 1.102 1.165
H -0.266 -2.188 1.301
H -1.931 -2.509 1.014
H -1.286 -1.770 2.561
H -0.823 -0.460 -0.129
H -2.361 -0.175 0.381
H 1.077 0.640 0.191
H 1.311 2.125 1.180
H 1.579 0.532 1.854
C 1.402 -0.520 -3.893
C 1.308 0.044 -2.483
H 0.443 -0.643 -4.314
H 2.033 0.109 -4.518
H 1.862 -1.509 -3.958
H 1.751 1.041 -2.466
H 1.607 -0.585 -1.646
H 0.281 0.294 -2.179

---

It comes down to *one*, which is 7.4 kcal/mol more stable than the next structure.

---

*one*
20
Properties=species:S:1:pos:R:3 method="wB97M-V/def2-TZVPD" gap_ev=10.0 smiles=CCC.CCS
C 2.207 2.289 0.524
C 2.838 0.936 0.811
C 1.847 -0.238 0.851
H 1.680 2.654 1.403
H 2.938 3.040 0.235
H 1.466 2.168 -0.270
H 3.632 0.728 0.084
H 3.464 0.965 1.707
H 1.876 -0.692 1.833
H 0.836 0.083 0.615
H 2.050 -0.981 0.073
C -1.449 0.606 -1.417
C -2.323 -0.166 -0.452
S -1.694 -1.869 -0.184
H -1.924 1.537 -1.757
H -1.248 0.060 -2.332
H -0.429 0.881 -1.123
H -2.491 0.389 0.463
H -3.240 -0.372 -0.998
H -0.566 -1.507 0.434

---

*two*
20
Properties=species:S:1:pos:R:3 method="wB97M-V/def2-TZVPD" gap_ev=9.5 smiles=CCC.CSC
C -2.119 -0.420 -0.265
C -1.324 0.468 0.675
C -2.210 1.224 1.679
H -3.013 0.091 -0.607
H -1.485 -0.667 -1.122
H -2.380 -1.375 0.199
H -0.738 1.194 0.111
H -0.667 -0.100 1.339
H -2.957 0.527 2.049
H -2.720 2.071 1.227
H -1.608 1.579 2.522
C 1.918 -1.025 -2.067
S 3.324 -0.105 -1.437
C 2.834 0.022 0.280
H 1.156 -0.410 -2.532
H 2.274 -1.737 -2.802
H 1.473 -1.565 -1.229
H 1.799 0.350 0.380
H 3.458 0.780 0.755
H 2.987 -0.901 0.845

---

*three*
20
Properties=species:S:1:pos:R:3 method="wB97M-V/def2-TZVPD" gap_ev=9.4 smiles=CCC.CSC
C -3.245 0.858 1.769
C -2.309 1.358 0.664
C -2.030 2.832 0.786
H -3.600 -0.143 1.574
H -2.683 0.910 2.699
H -4.001 1.621 1.954
H -1.348 0.874 0.851
H -2.575 0.955 -0.314
H -1.373 3.257 0.028
H -1.762 3.107 1.804
H -2.998 3.338 0.647
C 2.591 -1.179 -2.282
S 2.571 -1.479 -0.486
C 3.615 -2.959 -0.491
H 3.629 -1.126 -2.599
H 2.154 -2.047 -2.773
H 1.875 -0.385 -2.436
H 3.603 -3.522 0.442
H 4.643 -2.615 -0.601
H 3.242 -3.653 -1.235

---

It comes down to *two*, which is 2.4 kcal/mol more stable than the next structure.

---

*one*
19
Properties=species:S:1:pos:R:3 method="wB97M-V/def2-TZVPD" gap_ev=6.1
C -3.619 0.366 -0.410
C -2.466 1.009 -0.658
C -2.021 -0.714 0.489
C 0.820 1.068 -0.178
C 1.364 -1.319 -0.084
C 3.007 0.329 0.530
N -3.332 -0.705 0.442
N -1.500 0.224 -0.220
N 1.605 0.074 0.072
S 0.808 2.657 -0.182
H -4.618 0.633 -0.551
H -2.339 1.954 -1.328
H -1.538 -1.588 1.012
H 1.742 -1.904 0.775
H 0.285 -1.609 -0.225
H 1.918 -1.520 -1.080
H 3.570 0.308 -0.544
H 3.126 1.319 0.995
H 3.188 -0.582 1.145

---

*two*
19
Properties=species:S:1:pos:R:3 method="wB97M-V/def2-TZVPD" gap_ev=8.5
C 3.351 0.409 0.221
C 3.172 -0.806 -0.406
C 2.156 1.129 0.605
C 0.903 -0.562 -0.110
C -2.873 -1.218 0.424
C -2.102 1.206 -0.510
N 1.984 -1.246 -0.542
N 0.962 0.686 0.428
N -0.345 -1.015 -0.276
S -1.368 -0.186 0.639
H 4.447 0.818 0.494
H 3.954 -1.449 -0.807
H 2.220 2.103 1.066
H -3.115 -1.122 -0.652
H -3.840 -0.911 0.934
H -2.654 -2.174 1.000
H -1.634 1.147 -1.477
H -2.111 2.224 -0.197
H -3.109 0.967 -0.834

---

It comes down to *two*, which is 45.2 kcal/mol more stable than the next structure.

---

*one*
11
Properties=species:S:1:pos:R:3 method="wB97M-V/def2-TZVPD" gap_ev=9.0
C 0.090 -0.032 0.545
C -0.055 1.259 -1.077
C -0.464 -0.939 -0.580
H 0.403 -0.765 3.510
H 0.157 2.140 -1.683
H -0.881 0.109 -2.553
N 0.405 -0.714 1.527
N 0.468 1.170 0.100
N -0.354 -0.015 -1.608
O 1.161 -0.218 2.548
O -0.930 -1.996 -0.729

---

*two*
11
Properties=species:S:1:pos:R:3 method="wB97M-V/def2-TZVPD" gap_ev=9.5 smiles="O=[N+]([O-])c1cnc[nH]1"
O 1.439 0.776 3.003
N 1.703 0.488 1.869
O 2.790 0.364 1.389
C 0.610 0.217 0.956
C -0.742 0.292 1.225
N -1.409 -0.069 0.102
C -0.508 -0.201 -0.849
N 0.779 -0.001 -0.357
H -1.269 0.529 2.065
H -0.726 -0.431 -1.923
H 1.652 -0.261 -0.744

---

*three*
11
Properties=species:S:1:pos:R:3 method="wB97M-V/def2-TZVPD" gap_ev=8.5 smiles="O/C=C1/N=NC(O)=N1"
O 2.798 -0.765 -0.365
C 1.992 0.258 0.183
C 0.633 0.110 0.489
N 0.101 1.403 0.117
N -1.218 1.252 -0.300
C -1.471 -0.168 -0.052
O -2.626 -0.730 -0.162
N -0.377 -0.830 0.230
H 2.142 -1.426 -0.019
H 2.513 1.178 -0.250
H -2.507 -1.752 0.432

---

It comes down to *two*, which is 32.5 kcal/mol more stable than the next structure.